Entry 1:
Molecular formula: CH12NO4
Method: DFT, ωB97M-V/def2-TZVPD

As for the orbital gap: 10.658 eV. As for the molecular weight: 102.1 g mol⁻¹. Its highest occupied orbital energy is -14.77 eV. The LUMO energy comes out at -4.1 eV. As for the total charge: +1.

The geometry in XYZ format:
```
18
Properties=species:S:1:pos:R:3:forces:R:3
C -0.50717 0.52002 -0.92679 -0.62 1.41 -2.00
N 0.59054 0.08185 -0.50945 0.27 -0.69 1.53
H -0.70985 0.64862 -1.98675 0.32 -0.82 -0.01
H -1.26121 0.99605 -0.32815 0.30 -0.16 0.95
H 0.72266 0.14628 0.49777 -0.05 -0.23 0.15
H 1.30800 -0.43906 -1.03573 -0.30 0.83 -0.58
H 3.68900 0.17524 -2.29870 -0.20 0.18 0.07
H 2.94573 -0.99742 -2.86389 -0.10 0.14 -0.11
O 2.78562 -0.13680 -2.45537 0.42 -0.35 0.20
H -0.40958 -1.24368 -3.69816 0.18 -0.19 -0.03
H 0.84086 -1.99122 -3.17770 -0.33 -0.02 -0.19
O 0.18387 -1.32603 -2.94198 0.02 -0.08 0.01
H -2.16331 0.40323 1.80346 0.16 -0.05 0.39
H -1.04221 0.30515 2.86410 -0.38 0.27 -0.09
O -1.21254 0.27635 1.90980 0.28 -0.11 -0.32
H -2.20036 1.55579 5.24592 0.08 0.21 -0.27
H -1.77443 0.12164 5.23386 0.08 -0.06 -0.13
O -1.78561 0.90399 4.66775 -0.11 -0.28 0.44
```
Forces are in eV/Å.

Here are the Mulliken charges for atoms 1 to 6, given in e: number 1, C, carries -0.07; number 2, N, carries -0.07; number 3, H, carries 0.28; number 4, H, carries 0.30; number 5, H, carries 0.28; number 6, H, carries 0.28

Entry 2:
Molecular formula: CH12NO4
Method: DFT, ωB97M-V/def2-TZVPD

As for the expectation value of S²: 0.757. The spin multiplicity is 2. As for the orbital gap (alpha / beta): 11.747 / 4.502 eV. As for the molecular weight: 102.1 g mol⁻¹. Its highest occupied orbital energy (alpha / beta) is -19.82 / -19.38 eV. The LUMO energy (alpha / beta) comes out at -8.1 / -14.9 eV. As for the total charge: +2.

The geometry in XYZ format:
```
18
Properties=species:S:1:pos:R:3:forces:R:3
C -0.49840 -0.07015 -2.77148 -2.18 1.38 -0.66
N -1.12311 0.89558 -2.20240 2.44 -0.20 1.10
H -0.75140 -0.12332 -3.81872 0.30 -1.06 -0.31
H 0.10228 -0.75701 -2.20505 0.52 0.13 -0.08
H -0.72168 1.26791 -1.28956 -1.50 -0.40 -0.25
H -1.78338 1.49452 -2.67804 -0.01 0.10 -0.43
H -1.37107 -2.04024 2.15146 0.57 0.39 0.02
H -0.66600 -3.03605 1.33114 0.73 0.22 0.00
O -0.48905 -2.16397 1.73821 -1.03 -0.34 0.06
H -1.50808 2.55403 0.59311 -0.06 0.23 -0.92
H -0.46930 1.64618 1.01366 0.39 -0.11 -0.62
O -0.80186 2.02252 0.17850 -0.18 0.08 1.89
H 2.61625 -0.31395 -0.63575 -0.11 -0.04 0.61
H 1.56940 -0.44917 0.63506 0.65 -0.13 0.68
O 1.67786 -0.32451 -0.32584 -0.24 0.20 -0.74
H 1.62433 0.42022 3.25202 0.03 -0.22 -0.25
H 0.95214 -0.84774 2.56200 -0.57 -0.53 0.45
O 1.64107 -0.17484 2.47166 0.27 0.30 -0.55
```
Forces are in eV/Å.

Here are the Mulliken charges for atoms 1 to 6, given in e: number 1, C, carries -0.06; number 2, N, carries -0.08; number 3, H, carries 0.29; number 4, H, carries 0.27; number 5, H, carries 0.31; number 6, H, carries 0.29

Entry 3:
Molecular formula: CH12Na4O9
Method: DFT, ωB97M-V/def2-TZVPD

As for the orbital gap: 6.478 eV. As for the molecular weight: 260.1 g mol⁻¹. Its highest occupied orbital energy is -15.71 eV. The LUMO energy comes out at -9.2 eV. As for the total charge: +2.

The geometry in XYZ format:
```
26
Properties=species:S:1:pos:R:3:forces:R:3
Na -1.14586 0.90651 3.08763 0.67 -0.13 0.00
Na -3.15486 1.78398 0.25884 0.60 0.84 0.03
Na -2.35368 -0.83466 -1.30340 1.18 -0.60 -0.71
Na 2.65308 -0.99629 1.85256 -0.16 -0.19 -0.30
C -0.07536 0.05948 0.37346 -0.88 0.62 -0.01
O -0.77207 1.14011 0.60192 -2.25 0.73 0.37
O 0.06095 -0.34056 -0.81152 -0.25 -0.34 0.73
O 0.33780 -0.52919 1.43412 1.49 -0.36 0.06
O 2.35389 1.66034 -1.45273 -0.07 -0.24 0.40
H 1.93031 0.79454 -1.49226 0.06 0.09 -0.10
H 1.87413 2.15356 -0.77380 -0.04 0.21 -0.23
O 0.47110 3.69795 0.54353 0.02 -0.29 0.33
H 1.09236 3.91595 1.25148 -0.08 0.15 -0.21
H 0.09791 2.83290 0.77204 0.14 0.07 -0.18
O 0.40622 -3.24593 0.32973 -0.22 0.17 0.17
H 0.44587 -2.27875 0.35007 -0.03 -0.24 -0.04
H -0.04600 -3.49472 1.14737 0.16 -0.07 -0.08
O -0.74980 1.36917 -3.07289 -0.11 -0.42 0.16
H -1.61792 1.45122 -2.67546 -0.14 0.44 -0.08
H -0.16607 1.10260 -2.34615 0.05 0.11 -0.13
O -0.93929 -1.67715 3.40818 -0.50 0.94 0.22
H -0.47405 -1.21351 2.68380 0.15 -0.63 -0.39
H -1.86916 -1.69468 3.14762 0.07 -0.54 0.15
O 0.83772 -2.25626 -2.68594 -0.09 -0.07 -0.35
H 0.72925 -1.49411 -2.11600 0.02 0.02 0.14
H 0.07351 -2.81251 -2.51222 0.20 -0.26 0.04
```
Forces are in eV/Å.

Here are the Mulliken charges for atoms 1 to 6, given in e: number 1, Na, carries 0.90; number 2, Na, carries 0.95; number 3, Na, carries 0.92; number 4, Na, carries 0.97; number 5, C, carries 0.60; number 6, O, carries -1.10

Entry 4:
Molecular formula: CH12O4S2
Method: DFT, ωB97M-V/def2-TZVPD

As for the expectation value of S²: 0.754. The spin multiplicity is 2. As for the orbital gap (alpha / beta): 2.894 / 5.149 eV. As for the molecular weight: 152.2 g mol⁻¹. Its highest occupied orbital energy (alpha / beta) is -0.38 / -2.66 eV. The LUMO energy (alpha / beta) comes out at 2.5 / 2.5 eV. As for the total charge: -1.

The geometry in XYZ format:
```
19
Properties=species:S:1:pos:R:3:forces:R:3
C -1.24755 -1.88951 -0.69849 0.10 0.58 0.04
S -1.87145 -1.02289 -2.19307 0.53 1.65 2.19
S -1.93871 -2.62693 -3.81314 0.40 -2.48 -1.40
H -2.00550 -1.82590 0.08820 0.06 -0.41 -0.06
H -0.96643 -2.91768 -0.93438 -0.41 -0.23 -0.06
H -0.33266 -1.45085 -0.28396 -0.16 0.24 -0.22
H -1.09580 -3.37098 -3.02233 -0.47 0.50 -0.56
H 0.74613 2.27435 -2.48880 0.36 0.33 -0.42
H 0.54566 0.78079 -2.75377 -0.35 -0.35 0.02
O 0.08320 1.58454 -2.49316 0.10 0.34 0.40
H 1.75499 1.48283 3.87616 0.02 0.00 0.09
H 0.89824 0.32281 4.29342 0.14 0.16 0.20
O 1.33418 1.10541 4.65716 -0.08 -0.16 -0.21
H 0.64634 0.94672 1.54478 -0.64 -0.13 -0.22
H 0.22786 -0.35844 2.30586 -0.30 0.11 -0.12
O 0.77961 -0.00913 1.60493 0.71 -0.22 0.29
H 0.46688 2.10480 -0.57756 -0.47 -0.27 0.32
H 1.46292 2.42762 0.54802 -0.43 0.19 -0.26
O 0.51208 2.44244 0.34013 0.89 0.16 -0.03
```
Forces are in eV/Å.

Here are the Mulliken charges for atoms 1 to 6, given in e: number 1, C, carries -0.69; number 2, S, carries -0.33; number 3, S, carries -0.58; number 4, H, carries 0.17; number 5, H, carries 0.29; number 6, H, carries 0.14

Entry 5:
Molecular formula: CH12O4S2
Method: DFT, ωB97M-V/def2-TZVPD

As for the SMILES: CSS.O.O.O.O. As for the orbital gap: 9.373 eV. As for the molecular weight: 152.2 g mol⁻¹. Its highest occupied orbital energy is -9.24 eV. The LUMO energy comes out at 0.1 eV. As for the total charge: 0.

The geometry in XYZ format:
```
19
Properties=species:S:1:pos:R:3:forces:R:3
C -3.28622 2.21623 -0.27336 -1.10 -0.10 -0.36
S -2.10853 1.67130 -1.50586 0.54 -0.14 -0.34
S -0.72544 3.08851 -2.06798 -0.50 0.55 -0.56
H -3.01048 1.66670 0.62436 -0.20 0.85 0.39
H -4.26471 1.84895 -0.60501 0.24 -0.62 -0.11
H -3.56992 3.27270 -0.24281 1.07 0.06 0.46
H 0.05156 3.45261 -1.03589 -0.11 -0.58 0.52
H -0.11737 -0.03027 -2.13188 -0.78 0.56 -0.29
H -0.62559 -1.43633 -1.60867 0.27 0.70 -0.16
O 0.14119 -0.85856 -1.75401 0.48 -1.31 0.25
H 1.42858 -3.69583 3.43211 -0.07 0.42 -0.22
H 0.98915 -2.48871 2.57112 0.55 -0.05 -0.24
O 0.85859 -2.91580 3.41933 -0.43 -0.38 0.58
H 2.50671 -1.33510 0.79823 0.31 -0.57 -0.16
H 2.77160 -2.92220 0.63688 -0.09 1.03 0.26
O 2.70948 -2.17578 1.26522 -0.14 -0.50 -0.14
H 1.52701 -0.27535 -0.80054 -0.20 -0.02 0.13
H 2.62809 0.78197 -0.59413 0.19 0.02 0.04
O 2.09630 0.13497 -0.12712 -0.01 0.09 -0.04
```
Forces are in eV/Å.

Here are the Mulliken charges for atoms 1 to 6, given in e: number 1, C, carries -0.81; number 2, S, carries -0.04; number 3, S, carries -0.21; number 4, H, carries 0.28; number 5, H, carries 0.28; number 6, H, carries 0.34

Entry 6:
Molecular formula: CH12O5
Method: DFT, ωB97M-V/def2-TZVPD

As for the SMILES: CO.O.O.O.O. As for the orbital gap: 10.295 eV. As for the molecular weight: 104.1 g mol⁻¹. Its highest occupied orbital energy is -9.82 eV. The LUMO energy comes out at 0.5 eV. As for the total charge: 0.

The geometry in XYZ format:
```
18
Properties=species:S:1:pos:R:3:forces:R:3
C 2.10891 1.72343 2.77192 0.36 -1.50 0.02
O 0.80832 2.24826 2.63618 0.20 0.48 -0.25
H 2.42877 1.73483 3.81969 -0.13 0.45 -0.18
H 2.86851 2.17220 2.12749 -0.11 0.47 0.17
H 2.13354 0.64980 2.50188 -0.20 0.25 -0.01
H 0.73608 2.60293 1.74045 -0.15 -0.10 0.14
H -1.03452 -0.94542 -0.20907 -0.17 -0.05 -0.34
H -1.63800 -0.18025 0.95991 -0.51 0.48 0.14
O -0.95633 -0.79880 0.73527 0.68 -0.46 0.10
H -1.77303 -5.47366 -3.19568 -0.15 -0.19 -0.35
H -0.39608 -5.27633 -2.56438 0.18 -0.12 -0.05
O -1.33442 -5.16079 -2.40850 0.00 0.43 0.36
H 1.75619 4.68792 -0.07575 -0.16 0.14 0.15
H 1.74967 3.67974 -1.18037 -0.17 -0.16 -0.11
O 1.16116 4.08707 -0.53632 0.33 -0.03 0.07
H -1.74565 -1.31631 -3.19616 -0.11 0.45 0.03
H -1.42232 -2.56376 -2.47037 -0.13 -0.07 0.53
O -1.69082 -1.64831 -2.29558 0.25 -0.47 -0.42
```
Forces are in eV/Å.

Here are the Mulliken charges for atoms 1 to 6, given in e: number 1, C, carries -0.52; number 2, O, carries -0.48; number 3, H, carries 0.23; number 4, H, carries 0.23; number 5, H, carries 0.23; number 6, H, carries 0.31

Entry 7:
Molecular formula: CH13O5S
Method: DFT, ωB97M-V/def2-TZVPD

As for the orbital gap: 7.405 eV. As for the molecular weight: 137.2 g mol⁻¹. Its highest occupied orbital energy is -4.07 eV. The LUMO energy comes out at 3.3 eV. As for the total charge: -1.

The geometry in XYZ format:
```
20
Properties=species:S:1:pos:R:3:forces:R:3
C 0.92674 2.92183 -0.53637 -1.52 0.59 -2.46
S 0.09644 1.24305 -0.33352 0.77 0.43 -0.22
H 1.72216 3.06809 -1.37847 -0.76 -0.81 2.00
H 1.14778 3.21687 0.47864 0.74 0.45 -0.16
H 0.13118 3.64409 -0.95898 0.88 -0.99 0.97
H 1.14255 -2.96239 -1.89962 -0.14 -0.14 0.13
H 1.54181 -1.60719 -2.40074 0.28 -0.89 -0.24
O 1.72201 -2.56475 -2.55728 -0.24 1.14 0.21
H -1.28587 -1.68770 -0.69950 -0.65 -0.43 -0.24
H -0.01603 -1.23494 -0.17414 -1.00 -2.65 0.30
O -0.58066 -2.13649 -0.22290 1.75 3.31 -0.10
H -3.22329 -0.21302 -1.38792 1.34 0.88 0.27
H -2.01068 0.91948 -0.89279 0.36 -0.84 -0.39
O -2.94579 0.63990 -0.99974 -1.74 -0.03 0.10
H -1.92264 -1.53373 2.09694 0.66 0.41 0.87
H -1.20612 -0.49522 3.09117 -0.82 -2.04 -0.58
O -1.59752 -1.42605 3.02007 0.28 1.61 -0.35
H 1.66840 0.66233 1.53430 0.67 -1.21 0.91
H 2.51905 -0.64886 1.93793 -0.51 0.80 -0.07
O 2.17048 0.19473 2.28293 -0.35 0.41 -0.95
```
Forces are in eV/Å.

Here are the Mulliken charges for atoms 1 to 6, given in e: number 1, C, carries -0.72; number 2, S, carries -0.57; number 3, H, carries 0.21; number 4, H, carries 0.24; number 5, H, carries 0.18; number 6, H, carries 0.34

Entry 8:
Molecular formula: CH13O6
Method: DFT, ωB97M-V/def2-TZVPD

As for the orbital gap: 8.826 eV. As for the molecular weight: 121.1 g mol⁻¹. Its highest occupied orbital energy is -5.10 eV. The LUMO energy comes out at 3.7 eV. As for the total charge: -1.

The geometry in XYZ format:
```
20
Properties=species:S:1:pos:R:3:forces:R:3
C -1.05661 -0.33347 1.54301 -1.86 0.46 0.03
O -0.12934 0.35477 0.78963 0.04 -0.10 0.61
H -1.41720 -1.29345 1.16163 0.59 -0.53 -0.56
H -0.79897 -0.56521 2.59230 0.24 0.41 -0.02
H -2.06244 0.19824 1.53396 0.82 0.01 0.48
H 2.37026 -2.42978 -0.71890 0.30 0.10 -0.27
H 3.26697 -2.10306 -1.90149 0.09 0.49 -0.30
O 3.00067 -2.83663 -1.36078 -0.37 -0.59 0.50
H 0.00594 0.53567 -1.89905 0.28 -0.22 -0.14
H -0.82650 0.89255 -0.71017 0.67 0.11 -0.04
O -0.71509 1.12134 -1.67632 -0.53 0.27 0.28
H 0.06312 2.54729 2.86665 0.12 0.23 0.16
H 0.52736 1.72076 1.72441 0.19 -0.15 -0.31
O 0.84482 2.45244 2.31313 -0.38 -0.18 0.07
H 2.73704 -0.80223 0.59360 0.60 0.42 0.47
H 1.11163 -0.37703 0.72362 0.14 -0.36 -0.86
O 1.86178 -1.02145 0.31276 -0.81 -0.20 0.01
H -3.00652 0.37247 -3.32875 -0.60 -0.16 0.37
H -2.47104 0.99512 -2.13641 0.00 -0.22 0.51
O -3.30590 0.57163 -2.42281 0.46 0.22 -0.99
```
Forces are in eV/Å.

Here are the Mulliken charges for atoms 1 to 6, given in e: number 1, C, carries -0.80; number 2, O, carries -0.92; number 3, H, carries 0.29; number 4, H, carries 0.28; number 5, H, carries 0.22; number 6, H, carries 0.42

Results for relative energy (zero: lowest compared OMol25 entry of this formula, charge and spin): 64.1; 62.2; 264.6; 29.3; 97.6; 89.5; 154.1; 60.4 (in kJ/mol, following the order of the records).